1.
This record from the Open Molecules 2025 dataset describes a cluster of 2 separate species, C7H14N3O in total. The level of theory is ωB97M-V/def2-TZVPD.

Each line ends with the natural charge from an NBO analysis.
Cartesian coordinates (Å):
O  -0.19602  0.14591  1.91207  -0.654
C  0.02479  1.15242  2.58401  0.682
N  -0.08010  1.15154  3.95060  -0.434
C  0.44789  2.45013  1.92271  -0.716
C  0.01307  2.33179  4.78633  -0.408
C  -0.55001  -0.04384  4.62225  -0.422
H  0.51625  2.25846  0.83864  0.236
H  1.43272  2.79291  2.28217  0.231
H  -0.28785  3.25426  2.09210  0.231
H  -0.98643  2.65540  5.12234  0.196
H  0.62473  2.09970  5.67439  0.206
H  0.48739  3.16455  4.24029  0.215
H  -0.51739  -0.89434  3.92067  0.246
H  0.09637  -0.27496  5.48560  0.199
H  -1.58609  0.07691  4.98080  0.193
C  0.75124  -2.62807  -6.31113  -0.046
C  1.18014  -2.21600  -5.07739  -0.043
C  -1.03333  -2.00459  -5.13877  0.248
N  -0.61431  -2.48453  -6.31363  -0.456
N  0.05673  -1.83977  -4.38324  -0.455
H  1.30404  -3.00552  -7.17140  0.272
H  2.18099  -2.16301  -4.64891  0.273
H  -2.06292  -1.78960  -4.85269  0.267
H  -1.24282  -2.71157  -7.10529  0.468
H  0.04094  -1.47817  -3.41253  0.473

Total charge ... +1
HOMO ... -10.806 eV
LUMO energy ... -3.35 eV
Electronic energy ... -514.4098 hartree
Molar mass ... 156.2 g/mol

=====

2.
This record from the Open Molecules 2025 dataset describes a structure of composition C7H14N4O. The level of theory is ωB97M-V/def2-TZVPD.

Each line ends with the natural charge from an NBO analysis.
Cartesian coordinates (Å):
C  1.70379  -1.15138  0.21426  0.662
C  0.87941  1.54225  -1.84199  -0.602
C  -2.08758  -3.54326  -0.03872  -0.679
C  1.03947  2.69962  -0.83283  -0.395
C  0.59253  2.23725  0.61725  -0.411
C  1.51897  1.14896  1.18656  -0.234
C  -1.53675  -3.11444  1.24560  -0.077
N  0.92853  -2.26474  0.25946  -0.398
N  -0.19138  -0.64044  1.35033  -0.040
N  0.96217  -0.19116  0.91319  -0.239
N  -0.15265  -1.85654  0.96804  0.039
O  2.79494  -0.93954  -0.25320  -0.668
H  1.03253  1.83785  -2.79458  0.204
H  1.61965  0.87572  -1.77806  0.215
H  -0.16712  0.94858  -1.86148  0.179
H  -2.13971  -2.67507  -0.61158  0.237
H  -1.32398  -4.09113  -0.47423  0.236
H  -3.00184  -4.21635  0.06345  0.248
H  2.15356  2.97455  -1.01291  0.209
H  0.31770  3.51081  -1.00611  0.201
H  0.53457  3.11307  1.15075  0.205
H  -0.46020  2.04456  0.66748  0.214
H  1.61319  1.49880  2.27906  0.213
H  2.47312  1.28293  0.76735  0.248
H  -1.07924  -3.90223  1.85258  0.213
H  -2.23416  -2.53701  2.01116  0.219

HOMO ... -8.466 eV
LUMO energy ... 0.57 eV
Electronic energy ... -569.2302 hartree
Molar mass ... 170.2 g/mol

=====

3.
This record from the Open Molecules 2025 dataset describes a cluster of 2 separate species, C7H14NO in total. The level of theory is ωB97M-V/def2-TZVPD.

Each line ends with the natural charge from an NBO analysis.
Cartesian coordinates (Å):
C  -3.16748  -0.21247  0.20468  -0.393
C  -2.52162  0.89468  -0.01802  -0.429
C  0.59543  -0.95498  -1.60090  -0.289
C  0.00161  0.39641  -1.94488  0.075
C  1.07014  0.90222  -0.07867  0.351
C  1.76582  1.77062  0.85461  -0.711
C  0.84724  -1.33558  0.87744  -0.444
N  1.33083  -0.58024  -0.34354  -0.390
O  0.33321  1.26146  -1.06736  -0.306
H  -3.34782  -0.82141  1.16195  0.221
H  -3.91970  -0.58249  -0.65646  0.205
H  -1.93559  1.34046  0.75610  0.193
H  -0.13915  -1.69740  -1.47335  0.251
H  1.31732  -1.28957  -2.39962  0.246
H  -0.79467  0.77970  -2.54735  0.227
H  -2.63816  1.40574  -0.97057  0.208
H  1.46857  2.89978  0.61888  0.297
H  2.85129  1.45544  0.84868  0.238
H  1.43436  1.69177  1.93982  0.247
H  1.48791  -0.73280  1.65553  0.231
H  -0.24772  -0.93243  1.11792  0.274
H  1.16688  -2.41486  0.90078  0.260
H  2.30118  -0.76527  -0.57048  0.439

Total charge ... +1
HOMO (alpha / beta) ... -11.721 / -11.651 eV
LUMO energy (alpha / beta) ... -3.35 / -3.61 eV
Electronic energy ... -404.6474 hartree
Molar mass ... 128.2 g/mol

=====

4.
This record from the Open Molecules 2025 dataset describes the ion C7H14NO2 with charge +1. The level of theory is ωB97M-V/def2-TZVPD.

Each line ends with the natural charge from an NBO analysis.
Cartesian coordinates (Å):
C  -0.14804  -0.16554  -2.16991  -0.632
C  0.49985  -0.53563  -0.78465  0.703
O  1.81834  -0.22772  -0.48804  -0.497
C  1.94839  1.07925  0.12876  -0.101
C  0.58825  1.37261  0.70937  -0.251
N  -0.30183  0.24992  0.27350  -0.255
C  -1.69259  0.79734  -0.00447  -0.424
C  -0.63660  -0.89195  1.37066  -0.198
C  0.15264  -2.10311  0.85849  -0.126
O  0.23599  -1.88317  -0.59301  -0.488
H  0.37251  -0.45823  -3.00221  0.255
H  -0.22086  0.87305  -2.22103  0.202
H  -1.07630  -0.60307  -2.18252  0.229
H  2.28076  1.75611  -0.64302  0.214
H  2.71634  1.16602  0.95064  0.231
H  0.32596  1.51503  1.87142  0.244
H  0.23443  2.26887  0.26198  0.236
H  -2.40591  -0.06761  -0.39857  0.244
H  -2.08425  0.98691  0.96605  0.230
H  -1.78811  1.57929  -0.78526  0.254
H  -1.65112  -1.05202  1.41049  0.227
H  -0.23677  -0.41002  2.30838  0.237
H  1.26556  -2.13514  1.19359  0.216
H  -0.19665  -3.11120  0.96937  0.249

Total charge ... +1
HOMO ... -14.887 eV
LUMO energy ... -2.80 eV
Electronic energy ... -480.0372 hartree
SMILES string ... C[C@]12OCC[N@@+]1(C)CCO2
Molar mass ... 144.2 g/mol

=====

5.
This record from the Open Molecules 2025 dataset describes a cluster of 2 separate species, C7H14NO2S in total. The level of theory is ωB97M-V/def2-TZVPD.

Each line ends with the natural charge from an NBO analysis.
Cartesian coordinates (Å):
C  -2.18872  -1.36119  0.25372  -0.409
C  -1.13612  -2.14006  -0.55501  -0.403
C  -1.53557  -0.02277  0.63175  -0.416
C  0.16270  -1.34213  -0.42028  -0.425
C  -0.33919  0.09668  -0.31545  -0.052
C  1.95271  1.09922  -0.66282  0.584
C  0.16442  2.42595  0.33146  -0.429
N  0.68786  1.05374  0.19492  -0.425
O  2.94195  -0.06193  0.72373  -0.783
O  2.02106  0.52583  -1.69335  -0.475
S  4.16981  -0.86317  0.48344  0.869
H  -3.08189  -1.19519  -0.34374  0.225
H  -2.49292  -1.90978  1.14173  0.229
H  -1.01494  -3.15692  -0.19527  0.233
H  -1.42792  -2.18535  -1.60286  0.218
H  -2.23955  0.80178  0.53881  0.228
H  -1.18070  -0.05941  1.66489  0.205
H  0.68385  -1.61691  0.49815  0.202
H  0.82519  -1.50013  -1.26694  0.247
H  -0.64717  0.45634  -1.29998  0.232
H  2.59258  1.91779  -0.31658  0.168
H  -0.17883  2.77895  -0.63998  0.239
H  -0.66827  2.44465  1.03038  0.249
H  0.93957  3.09535  0.69996  0.235
H  0.99012  0.71867  1.11931  0.452

Total charge ... +1
HOMO (alpha / beta) ... -13.641 / -13.632 eV
LUMO energy (alpha / beta) ... -5.89 / -5.94 eV
Electronic energy ... -878.2165 hartree
Molar mass ... 176.3 g/mol

=====

6.
This record from the Open Molecules 2025 dataset describes a structure of composition C7H14NO4P2. The level of theory is ωB97M-V/def2-TZVPD.

Each line ends with the natural charge from an NBO analysis.
Cartesian coordinates (Å):
C  0.01463  -0.22944  2.31816  -0.164
C  -0.85364  -0.80890  1.50742  -0.239
C  0.33404  1.25556  2.34906  -0.435
C  -0.87163  1.98770  1.82505  -0.452
C  -1.62509  1.27642  0.71034  -0.251
C  -1.62087  -0.04324  0.58514  -0.168
C  1.02983  -2.11835  -1.03841  -0.451
N  0.28585  -0.81948  -1.05658  -1.107
O  2.40702  0.40802  -0.10323  -1.131
O  0.46292  1.69455  -1.44448  -0.996
O  2.14067  0.35500  -2.63190  -1.059
O  0.18862  -1.10973  -3.64656  -1.213
P  -0.83508  -0.73967  -2.54928  1.040
P  1.44373  0.42797  -1.21929  2.475
H  0.43588  -0.99879  2.98428  0.196
H  -1.21789  -1.82390  1.44957  0.204
H  0.60214  1.40226  3.52736  0.197
H  1.13496  1.52434  1.65403  0.254
H  -1.63270  1.83266  2.54104  0.208
H  -0.50445  2.99791  1.62520  0.217
H  -2.27581  1.89624  0.18777  0.201
H  -0.28618  1.52009  -0.91468  0.500
H  -2.24727  -0.58571  -0.10483  0.214
H  0.30467  -2.81022  -0.59443  0.181
H  1.22260  -2.57428  -1.96790  0.201
H  1.95478  -1.79913  -0.49374  0.226
H  1.42179  -0.08487  -3.29168  0.541
H  -1.41349  -2.03300  -2.20745  -0.187

Total charge ... -1
HOMO ... -4.066 eV
LUMO energy ... 3.41 eV
Electronic energy ... -1313.6599 hartree
Molar mass ... 238.1 g/mol

=====

Q: What is the formula in the fourth record?
A: C7H14NO2

=====

Q: Number 6 is which compound?
A: C7H14NO4P2

=====

Q: Which of these has the lowest electronic energy?
A: C7H14NO4P2

=====

Q: Look up the molar mass of the first one.
A: 156.2 g/mol